{
  "formula": "C9H14O",
  "method": "wB97M-V/def2-TZVPD",
  "elements": ["C", "C", "H", "H", "H", "H", "H", "H", "C", "C", "C", "C", "C", "C", "C", "O", "H", "H", "H", "H", "H", "H", "H", "H"],
  "positions_angstrom": [[3.69191, -1.35930, -1.29720], [2.41635, -0.81095, -0.72422], [3.99085, -0.92763, -2.24382], [4.50233, -1.12244, -0.61140], [3.73736, -2.44791, -1.29659], [2.47310, 0.25166, -0.42710], [2.01477, -1.28478, 0.16324], [1.56124, -0.64168, -1.38863], [-1.00634, 0.68638, -1.96455], [-0.77328, -0.34076, 0.35009], [-1.43271, 0.55917, -0.51009], [-0.87248, -0.24386, 1.72721], [-1.85962, 0.57236, 2.28285], [-2.33593, 1.42968, 0.08699], [-2.61342, 1.38041, 1.44961], [-2.33711, 0.40698, 3.55329], [-0.19837, -1.15141, -0.06485], [-0.28599, -0.96811, 2.27769], [-1.34019, 1.63593, -2.36521], [-1.43183, -0.14241, -2.52566], [-2.71632, 2.25073, -0.51552], [-1.77590, -0.16287, 4.09172], [-3.48433, 1.81445, 1.92375], [0.07592, 0.61636, -1.97161]],
  "atomic_forces_ev_per_a": [[0.6, -0.2, 0.9], [-1.3, 1.9, 0.0], [-0.2, -0.1, -0.3], [0.2, 0.3, 0.1], [-0.4, -0.1, -0.6], [0.8, -0.2, 0.2], [0.3, -0.5, 0.1], [0.3, -1.1, -0.5], [-0.5, -0.5, 1.1], [-0.3, 0.6, -0.2], [0.4, 0.2, 0.6], [-0.3, -0.6, -0.5], [-0.5, -0.9, -0.4], [0.5, 0.5, -0.3], [0.0, -0.4, 0.4], [0.3, 0.4, 0.5], [0.4, 0.1, -0.1], [-0.2, 0.1, 0.5], [0.0, 0.1, -0.2], [0.1, 0.0, -0.4], [-0.5, -0.3, 0.0], [0.1, 0.1, -0.3], [0.1, 0.6, -0.3], [0.1, 0.1, -0.4]],
  "nbo_charge": [-0.62, -0.62, 0.21, 0.20, 0.21, 0.21, 0.21, 0.20, -0.62, -0.18, -0.05, -0.29, 0.30, -0.19, -0.27, -0.68, 0.21, 0.21, 0.22, 0.22, 0.21, 0.48, 0.22, 0.21],
  "e_homo_ev": -8.3,
  "energy_ev": -11606.8041,
  "orbital_gap_ev": 9.2,
  "e_above_lowest_kcal_mol": 19.20,
  "total_charge": 0,
  "lumo_ha": 0.032,
  "smiles": "Cc1ccc(O)cc1.CC"
}